1.
Computed, not measured: one molecule with the formula C3H3N3O in a non-equilibrium geometry, with the ωB97M-V functional and the def2-TZVPD basis.

max |F| = 7.1 eV/A
Kohn-Sham gap = 8.89 eV
electronic energy = -355.49259 hartree
relative energy (zero: lowest compared OMol25 entry of this formula, charge and spin) = 386.7 kJ/mol
SMILES = O/C=C1/C=NN=N1

```
! wB97M-V def2-TZVPD RIJCOSX def2/J DEFGRID3
* xyz 0 1
C 0.065 -0.781 -1.464
C 0.080 -0.303 -0.241
C 0.293 -0.911 1.133
H -0.818 0.886 -2.118
H 0.424 -1.852 -1.613
H 0.338 -2.056 1.548
N 0.155 0.028 2.038
N 0.100 1.263 1.423
N -0.081 0.988 0.179
O -0.474 -0.119 -2.483
*
```

2.
Computed, not measured: a 2-piece molecular cluster, C5H11O3 overall in a non-equilibrium geometry, with the ωB97M-V functional and the def2-TZVPD basis.

max |F| = 8.4 eV/A
Kohn-Sham gap (spin up / spin down) = 10.76 / 5.92 eV
electronic energy = -422.67121 hartree
relative energy (zero: lowest compared OMol25 entry of this formula, charge and spin) = 265.9 kJ/mol

```
! wB97M-V def2-TZVPD RIJCOSX def2/J DEFGRID3
* xyz 0 2
C 1.168 0.452 -3.116
C 1.538 1.463 -2.032
O 2.414 2.308 -2.203
O 0.856 1.414 -0.893
H 0.181 0.044 -2.804
H 1.896 -0.396 -3.044
H 0.930 0.878 -4.036
C -1.148 -0.779 1.253
C 0.066 -1.623 1.591
C -1.439 0.486 2.149
O -0.951 -0.292 -0.037
H -2.048 -1.451 1.253
H 0.721 -1.919 0.795
H -0.541 0.897 2.533
H -1.864 1.275 1.375
H -2.127 0.496 2.795
H -0.221 0.525 -0.199
H -0.260 -2.484 2.337
H 0.830 -1.293 2.284
*
```

3.
Computed, not measured: a 3-piece molecular cluster, C25H55BrN3O2P2 overall, with the ωB97M-V functional and the def2-TZVPD basis.

max |F| = 0.7 eV/A
Kohn-Sham gap (spin up / spin down) = 7.06 / 8.32 eV
electronic energy = -4556.65211 hartree
relative energy (zero: lowest compared OMol25 entry of this formula, charge and spin) = 0.0 kJ/mol

```
! wB97M-V def2-TZVPD RIJCOSX def2/J DEFGRID3
* xyz 1 3
C 1.151 -0.052 -0.111
C 1.624 -1.058 -1.156
C 0.475 -1.820 -1.834
C 0.887 -2.494 -3.149
P -0.287 -3.060 -0.749
P 1.067 -4.837 -0.632
N 2.526 -4.335 -0.545
C -2.015 -3.371 -1.255
Br -2.295 -5.284 -1.419
C -3.004 -2.722 -0.280
C -3.138 -1.225 -0.545
H 0.253 0.477 -0.441
H 1.919 0.696 0.072
H 0.919 -0.521 0.848
H 2.174 -0.547 -1.949
H 2.304 -1.777 -0.699
H -0.351 -1.122 -2.028
H 0.051 -2.987 -3.651
H 1.279 -1.732 -3.820
H 1.675 -3.231 -2.983
H -0.332 -2.578 0.564
H 0.471 -5.567 0.410
H 0.687 -5.517 -1.794
H 3.023 -4.558 0.311
H -2.120 -2.936 -2.249
H -3.962 -3.232 -0.374
H -2.656 -2.876 0.743
H -2.322 -0.656 -0.093
H -3.202 -0.998 -1.611
H -4.049 -0.866 -0.074
C -4.174 -0.650 6.001
C -3.858 -0.088 4.614
C -4.255 1.389 4.503
C -5.765 1.603 4.469
C -6.408 0.797 3.344
C -6.069 -0.699 3.393
N -4.574 -0.838 3.521
O -3.951 -0.827 2.395
C -6.810 -1.399 4.537
C -6.494 -1.377 2.094
C -2.358 -0.250 4.391
H -3.500 -0.184 6.719
H -5.184 -0.450 6.340
H -4.007 -1.727 6.029
H -3.814 1.797 3.589
H -3.807 1.926 5.343
H -6.211 1.341 5.432
H -5.976 2.662 4.316
H -7.496 0.897 3.371
H -6.073 1.196 2.381
H -6.385 -2.384 4.731
H -7.851 -1.532 4.243
H -6.815 -0.835 5.464
H -6.071 -0.884 1.223
H -7.581 -1.333 2.022
H -6.189 -2.425 2.085
H -2.081 -1.306 4.380
H -1.833 0.235 5.215
H -2.036 0.203 3.458
C 7.249 1.738 -2.662
C 6.019 1.584 -3.559
C 6.059 2.563 -4.738
C 5.826 4.012 -4.323
C 4.514 4.159 -3.557
C 4.404 3.220 -2.349
N 4.735 1.822 -2.806
O 3.730 1.184 -3.294
C 5.312 3.681 -1.205
C 2.973 3.212 -1.821
C 6.005 0.145 -4.066
H 8.119 1.385 -3.215
H 7.456 2.759 -2.365
H 7.149 1.129 -1.763
H 5.289 2.268 -5.457
H 7.024 2.454 -5.239
H 6.663 4.379 -3.724
H 5.793 4.642 -5.213
H 4.389 5.185 -3.201
H 3.680 3.951 -4.234
H 5.429 2.894 -0.459
H 4.847 4.541 -0.721
H 6.297 3.998 -1.529
H 2.256 2.960 -2.597
H 2.742 4.206 -1.437
H 2.871 2.496 -1.005
H 5.887 -0.556 -3.239
H 6.959 -0.056 -4.555
H 5.204 -0.025 -4.779
*
```